Entry from the Open Molecules 2025 dataset: a 4-piece molecular cluster, C3H17N2O3 overall at a distorted geometry (ωB97M-V/def2-TZVPD).

The total energy comes out at -12504.441 eV. The calculation puts the energy above the lowest of the compared OMol25 structures with the same formula, charge and spin at 40.5 kJ/mol. As for the total charge: +1. The HOMO-LUMO gap comes out at 10.780 eV.

Each line ends with the Mulliken charge.
Positions of all 25 atoms, in Å:
O  -1.35026  1.04668  2.58527  -0.6253
C  0.00044  -0.33927  -2.58684  -0.6839
H  -0.75646  1.08880  -1.11961  0.3105
H  2.09349  1.88931  0.06407  0.3162
H  -2.71102  -0.27488  -0.45576  0.2938
H  -1.44001  -2.30371  0.39074  0.2367
H  -1.83621  0.69641  -2.45940  0.3422
C  -1.88935  -0.79644  -0.95906  -0.5686
H  -0.44941  -1.15108  -3.16922  0.3838
H  2.02325  0.15220  3.43501  0.3187
H  -0.88230  0.62394  3.31296  0.3254
H  -2.27789  1.16058  2.84648  0.3053
N  1.07325  -0.83286  -1.68236  -0.1232
O  2.23503  0.93589  0.13797  -0.7358
H  0.45953  0.39680  -3.24246  0.3558
O  1.47609  0.72981  2.88662  -0.7003
H  -2.28425  -1.48990  -1.68950  0.4300
N  -1.02202  -1.46597  0.01640  -0.5613
H  0.68572  -1.54505  -1.04618  0.4252
H  1.91400  -1.18430  -2.12826  0.3899
H  2.06913  0.78023  1.09273  0.3965
C  -1.12472  0.27535  -1.75008  -0.5290
H  1.43161  1.56240  3.37139  0.3447
H  -0.90796  -0.84515  0.82095  0.1801
H  1.41420  -0.06995  -1.05813  0.1729

***

Entry from the Open Molecules 2025 dataset: a 2-piece molecular cluster, C3H9OPS2 overall at a distorted geometry (ωB97M-V/def2-TZVPD).

The total energy comes out at -36261.343 eV. The calculation puts the energy above the lowest of the compared OMol25 structures with the same formula, charge and spin at 442.7 kJ/mol. The HOMO-LUMO gap (spin up / spin down) comes out at 7.320 / 6.411 eV.

Each line ends with the Mulliken charge.
Positions of all 16 atoms, in Å:
H  -0.20317  1.77967  0.87321  0.2518
H  3.19317  -0.92712  -1.19254  0.3100
P  1.00307  -0.61370  0.10064  0.5514
C  -2.73507  -1.19482  -0.76855  -0.6555
H  -2.36822  -2.18128  -1.27973  0.2433
H  -3.73766  -0.94109  -0.93778  0.3477
H  3.22336  -1.44040  0.48133  0.3031
C  0.76192  2.29300  0.86460  -0.6914
C  2.64574  -1.47032  -0.42781  -0.9438
H  1.15497  2.78129  -0.07939  0.2548
H  -2.00866  -0.55267  -1.18777  0.2299
O  0.20009  -0.00708  -0.93851  -0.4926
S  1.81101  1.06092  1.42670  -0.2131
H  0.77840  3.01663  1.65040  0.3213
S  -2.43858  -1.27426  1.00242  -0.1348
H  2.45900  -2.43058  -0.90528  0.3179

***

Entry from the Open Molecules 2025 dataset: a 2-piece molecular cluster, CH2ClFS overall at a distorted geometry (ωB97M-V/def2-TZVPD).

The total energy comes out at -27141.001 eV. The calculation puts the energy above the lowest of the compared OMol25 structures with the same formula, charge and spin at 290.6 kJ/mol. The HOMO-LUMO gap (spin up / spin down) comes out at 9.852 / 6.208 eV.

Each line ends with the Mulliken charge.
Positions of all 6 atoms, in Å:
H  -0.84944  1.09750  -0.12528  0.1239
S  -0.58043  0.79851  1.06355  -0.1620
F  0.80492  -1.52447  -2.12054  -0.1765
Cl  2.48912  0.37687  -1.62470  -0.0585
H  1.54764  -1.27411  -0.28933  0.4004
C  1.40994  -0.79315  -1.20503  -0.1274